1.
{"formula": "C33H62BF2O3PV", "method": "wB97M-V/def2-TZVPD", "symbols": ["H", "C", "H", "H", "H", "H", "H", "H", "H", "C", "H", "H", "C", "H", "H", "H", "H", "O", "C", "H", "H", "H", "B", "C", "H", "O", "H", "H", "C", "H", "H", "H", "C", "H", "H", "C", "C", "C", "H", "H", "F", "H", "C", "C", "H", "H", "C", "O", "H", "H", "V", "H", "C", "C", "C", "C", "H", "H", "H", "H", "C", "H", "C", "C", "C", "C", "H", "H", "H", "C", "H", "H", "H", "H", "H", "C", "H", "H", "P", "H", "C", "H", "C", "H", "H", "F", "H", "H", "H", "C", "C", "C", "H", "H", "H", "C", "H", "H", "H", "C", "H", "C", "C"], "xyz": [[-1.559, -1.332, 3.364], [-2.347, -0.859, 2.792], [0.967, -2.632, -3.443], [5.160, 1.870, -0.981], [6.173, 0.598, -1.657], [1.411, 3.069, 1.993], [-1.058, 0.705, 2.012], [-3.491, -2.960, -1.074], [-1.040, 4.146, -1.925], [-0.618, -1.567, 6.250], [2.460, -0.963, 3.985], [2.147, -1.934, 1.216], [-1.875, 0.137, -1.650], [-3.756, -1.407, -0.246], [-0.577, 2.115, -0.216], [3.250, 2.794, -2.072], [-1.510, -3.590, 2.167], [1.255, -1.545, -0.597], [5.000, -2.702, -0.422], [5.722, -1.896, -0.647], [-3.455, 3.357, -5.320], [-1.526, 0.054, -0.624], [1.951, -2.350, -3.942], [-2.671, -5.118, 3.305], [1.176, 3.585, -3.386], [4.268, -3.012, -1.574], [-5.176, 0.964, 0.895], [-0.092, -0.547, -2.557], [1.404, -2.384, 5.240], [0.808, 5.933, 1.196], [-2.627, 0.904, -1.825], [4.593, 0.553, -3.586], [-3.907, -5.413, 2.485], [-3.656, -6.089, 1.662], [-0.628, -4.607, 3.312], [0.730, -0.131, 4.903], [-0.421, -0.306, 5.679], [-2.479, -1.259, -1.991], [2.569, -3.292, -4.102], [5.732, -3.477, -0.138], [2.206, -3.431, 5.020], [1.663, -1.856, -4.948], [1.432, 5.170, 1.651], [-3.028, -2.013, -0.782], [3.086, 2.758, -3.838], [-3.914, -2.250, 3.330], [-3.079, 0.998, 1.448], [-2.675, -5.238, 4.510], [-1.861, -1.903, -2.615], [-4.695, -5.886, 3.065], [2.152, -3.023, -1.836], [-5.693, -0.911, 2.398], [-0.944, 3.975, -3.000], [1.208, 3.378, -0.138], [1.600, -1.169, 4.608], [0.901, 3.772, 1.332], [0.965, 4.204, -0.810], [-2.277, -2.366, -0.066], [-2.569, 2.507, -3.276], [0.123, -3.516, 6.523], [-0.717, 0.344, -2.643], [-1.495, -1.743, 6.858], [4.628, 1.468, -2.979], [0.363, -2.539, 6.116], [-2.321, 3.540, -3.526], [2.191, 1.068, -2.760], [-0.757, 4.969, -3.416], [2.301, 3.372, -0.115], [0.890, 1.185, -0.080], [5.158, 0.982, -1.633], [4.300, -2.440, 0.376], [2.509, -1.645, -3.253], [-2.694, 4.949, -5.219], [2.381, 0.408, -1.914], [1.094, -0.489, 1.195], [1.225, -1.509, 0.801], [-3.390, -1.086, -2.577], [4.496, 0.273, -1.135], [0.501, 1.633, -2.262], [-1.009, 0.456, -3.686], [-3.636, -1.313, 2.862], [-1.178, 0.455, 5.799], [3.267, 2.148, -2.957], [5.397, 2.082, -3.454], [-1.717, 3.491, -5.585], [-2.843, 2.136, 0.754], [-0.183, 3.716, 1.460], [2.066, 0.469, -3.663], [0.878, 0.818, 4.401], [-2.555, 3.892, -5.011], [0.470, 2.097, -0.525], [-1.444, -4.591, 2.594], [2.483, 5.199, 1.334], [0.379, -2.076, 1.222], [-1.280, -5.282, 1.761], [0.223, 3.058, -3.395], [-4.307, -4.510, 2.018], [0.022, 2.717, -4.411], [-3.081, 4.106, -2.977], [-4.382, 0.538, 1.495], [1.603, 5.308, 2.721], [-2.072, 0.336, 2.120], [-4.670, -0.599, 2.235]], "forces_ev_per_a": [[0.09, -0.17, -0.27], [0.44, 0.74, 0.24], [-2.40, -0.70, 1.17], [0.27, -0.18, 0.17], [-0.04, -0.17, -0.23], [-0.30, -0.26, -0.01], [0.03, 0.00, 0.26], [-0.30, 0.25, -0.27], [0.31, -0.25, 0.07], [0.54, 1.09, 0.19], [-0.02, -0.30, -0.13], [0.03, 0.13, 0.34], [0.27, -1.36, -1.35], [-0.03, -0.06, 0.05], [-0.03, 0.25, 0.00], [0.01, 0.29, -0.21], [-0.44, 0.01, 0.08], [0.12, -0.51, -0.53], [0.20, 0.06, -1.19], [-0.49, 0.50, 0.25], [0.01, 0.14, -0.29], [0.13, 0.50, 0.05], [-0.37, 0.13, -1.56], [-0.39, 1.02, 0.42], [-0.07, 0.19, -0.11], [-1.86, -0.46, 0.14], [0.13, 0.47, 0.17], [0.05, -0.22, -0.18], [-0.02, 0.46, 0.05], [0.26, 0.30, 0.10], [-0.08, 0.10, 0.63], [-0.27, 0.27, -0.33], [0.02, -0.40, -0.42], [0.05, 0.07, -0.02], [0.16, -0.06, -0.16], [-0.87, 0.37, -0.41], [0.40, -0.93, -0.10], [-1.51, 0.23, 0.20], [1.14, -1.82, -0.17], [-0.64, -0.49, 0.33], [0.29, 0.01, -0.15], [-0.15, 0.70, -1.00], [0.84, -0.86, 0.29], [0.45, -0.69, 0.30], [0.03, -0.09, -0.13], [0.28, 0.09, 0.35], [-0.58, -0.40, 0.38], [-0.02, -0.21, -0.11], [0.42, 0.18, 0.20], [0.13, 0.10, 0.24], [2.35, 1.78, 0.75], [-0.04, -0.11, -0.37], [-0.44, 0.35, -0.08], [0.26, 0.61, 1.11], [0.46, 0.29, 0.36], [-0.21, 0.27, -0.60], [-0.29, 0.01, 0.05], [0.27, 0.53, -0.03], [0.30, -0.16, -0.37], [0.45, -0.02, 0.10], [0.89, -0.17, 1.08], [0.01, -0.17, -0.01], [0.90, -1.29, -0.70], [-1.58, -1.06, -0.08], [-0.48, 1.13, 0.06], [-1.24, 0.47, 0.38], [0.07, 0.00, -0.02], [0.00, -0.76, -0.66], [0.07, 0.14, 0.26], [-0.75, 1.39, 0.83], [0.53, 0.12, 0.55], [1.17, 1.43, 1.49], [0.18, 0.10, 0.22], [0.56, -0.44, -0.12], [0.20, 0.15, 0.03], [-0.01, -0.43, -0.65], [0.22, 0.09, -0.38], [0.11, -0.27, -0.25], [0.59, 0.56, -2.00], [-0.17, 0.03, 0.01], [-1.32, -0.13, -0.40], [0.16, 0.20, -0.04], [-0.09, -0.51, 1.19], [-0.18, 0.26, 0.06], [-0.11, 0.20, -0.34], [0.36, -0.08, -0.02], [0.04, -0.05, 0.40], [-0.02, -0.19, 0.09], [0.12, 0.05, 0.11], [0.17, -1.42, 0.51], [0.39, -0.42, -0.32], [-0.04, -0.71, -0.11], [-0.24, 0.38, -0.65], [-0.03, -0.13, 0.05], [0.43, 0.15, -0.01], [-0.62, 0.19, 1.00], [0.16, 0.12, 0.06], [0.35, -0.38, 0.04], [0.13, 0.01, 0.19], [-0.56, -0.39, -0.11], [-0.84, 0.21, 0.10], [0.43, 0.08, -0.52], [0.76, -0.05, 0.41]], "gap_ev": [7.06, 7.71], "lumo_energy_ev": [0.3, 0.3], "spin_multiplicity": 4, "e_homo_ev": [-6.76, -7.42]}

2.
{"formula": "C33H62N5O6PdS5", "method": "wB97M-V/def2-TZVPD", "symbols": ["H", "H", "C", "H", "S", "H", "O", "H", "C", "H", "H", "H", "C", "C", "N", "C", "H", "H", "O", "H", "Pd", "H", "H", "C", "H", "C", "H", "N", "C", "H", "H", "C", "S", "H", "H", "H", "H", "H", "H", "S", "H", "S", "H", "C", "H", "H", "C", "O", "C", "H", "C", "C", "H", "H", "H", "C", "C", "H", "C", "H", "H", "H", "C", "O", "H", "C", "C", "H", "H", "H", "C", "N", "H", "H", "H", "H", "H", "C", "C", "C", "H", "O", "S", "C", "H", "H", "H", "H", "C", "H", "H", "H", "C", "H", "C", "H", "H", "N", "C", "C", "H", "H", "C", "C", "H", "O", "H", "H", "H", "N", "H", "C"], "xyz": [[-3.719, -22.500, 12.528], [-8.635, -19.782, 17.046], [-2.841, -23.815, 15.322], [-2.618, -20.970, 9.555], [1.624, -20.035, 13.316], [3.453, -20.706, 20.076], [0.203, -19.451, 13.100], [0.105, -22.794, 18.903], [-6.697, -18.771, 16.312], [-3.794, -23.390, 15.005], [5.084, -15.771, 12.675], [3.256, -20.141, 17.473], [-4.945, -15.911, 12.250], [3.579, -17.357, 15.038], [-6.230, -15.630, 11.811], [2.571, -20.780, 18.010], [2.233, -22.465, 13.080], [-3.962, -18.981, 10.759], [-1.647, -21.479, 14.670], [0.347, -16.400, 12.035], [-1.759, -19.989, 13.076], [0.770, -21.864, 12.146], [-0.407, -19.158, 16.986], [-2.898, -21.620, 17.122], [-3.162, -24.171, 12.043], [-7.587, -19.525, 17.087], [-3.902, -23.244, 10.864], [-6.763, -20.017, 18.109], [-4.965, -19.247, 11.094], [3.529, -20.220, 12.022], [1.466, -16.945, 14.628], [0.014, -18.216, 9.718], [-1.410, -17.406, 10.618], [-4.176, -16.056, 11.505], [-4.553, -18.182, 16.725], [1.508, -21.985, 20.781], [-5.925, -20.626, 6.913], [-0.113, -19.271, 9.475], [-1.113, -15.452, 12.120], [-1.768, -22.392, 15.864], [-3.873, -21.683, 16.639], [-1.125, -17.506, 15.243], [-6.514, -15.716, 10.845], [-5.014, -15.945, 13.646], [0.687, -22.134, 13.894], [-2.506, -17.621, 17.302], [1.438, -21.495, 17.596], [-2.033, -18.514, 14.637], [2.955, -16.161, 13.220], [-0.021, -17.696, 8.761], [-4.443, -21.101, 8.426], [-4.919, -20.515, 7.290], [2.311, -15.694, 12.490], [-4.986, -21.725, 9.121], [-7.148, -20.636, 18.808], [-7.113, -15.581, 12.866], [0.084, -18.423, 16.348], [-6.834, -18.224, 15.391], [2.503, -16.836, 14.344], [-0.083, -15.248, 10.769], [3.634, -17.943, 15.943], [0.646, -17.809, 17.051], [-0.478, -16.015, 11.435], [-3.831, -20.179, 13.368], [-2.924, -16.216, 16.279], [-6.339, -15.791, 13.997], [2.602, -19.672, 11.852], [-0.243, -23.153, 10.115], [-3.065, -24.496, 16.143], [1.070, -21.500, 16.581], [-1.885, -22.675, 11.421], [4.640, -17.051, 14.292], [-2.365, -24.347, 14.499], [-2.930, -22.238, 18.019], [5.605, -17.232, 14.529], [-1.293, -24.516, 10.613], [-2.501, -20.623, 17.316], [1.341, -21.838, 13.074], [-2.110, -16.825, 16.671], [-1.266, -23.465, 10.325], [-8.159, -15.428, 12.644], [-1.765, -21.292, 11.307], [-4.972, -19.254, 12.917], [-6.414, -20.440, 13.033], [-1.826, -23.315, 9.402], [-5.626, -18.517, 10.627], [-1.270, -22.984, 12.266], [-7.312, -20.150, 12.487], [-2.778, -19.972, 7.628], [-6.774, -15.907, 14.979], [-3.810, -19.457, 5.755], [-6.698, -20.696, 14.053], [-3.833, -19.909, 6.735], [-1.780, -19.559, 7.619], [0.952, -22.160, 18.685], [2.025, -20.033, 11.001], [0.941, -18.029, 10.260], [-3.128, -20.757, 8.709], [4.333, -16.298, 13.244], [-5.467, -18.687, 17.002], [0.779, -19.028, 15.766], [2.740, -18.609, 11.659], [2.704, -20.984, 19.350], [-3.281, -23.127, 11.752], [-5.246, -20.245, 10.757], [-1.905, -18.235, 11.790], [-1.481, -16.232, 17.335], [-4.175, -16.237, 14.260], [-4.771, -19.958, 18.850], [1.687, -21.774, 19.810], [-6.107, -21.427, 12.686], [-5.461, -19.626, 18.089]], "forces_ev_per_a": [[-0.11, -0.17, -0.11], [0.24, 0.02, -0.13], [-0.21, 0.94, 0.39], [0.42, -0.04, 0.65], [-1.10, -0.21, 0.32], [0.08, 0.39, -0.32], [3.47, 0.24, 0.06], [-0.08, 0.01, -0.62], [-0.36, 0.66, 0.73], [0.07, 0.08, -0.26], [0.02, -0.40, -0.14], [-0.19, -0.21, -0.33], [-1.23, 0.64, 0.52], [-1.58, -0.39, 0.06], [0.36, -0.56, -0.06], [0.85, 0.66, 0.63], [0.11, 0.35, -0.14], [0.07, -0.28, 0.24], [-0.01, -0.84, 1.09], [-0.09, -0.40, -0.11], [-1.00, -1.19, -1.41], [0.01, -0.31, -0.11], [-0.65, 0.09, -0.15], [0.14, -0.96, -1.33], [-0.33, -0.16, 0.64], [2.88, -0.01, 0.30], [-0.29, 0.65, -0.16], [-1.91, -1.23, 0.59], [0.24, -0.20, -0.05], [0.11, 0.17, -0.33], [0.11, 0.04, 0.01], [-0.46, 0.78, 0.33], [0.55, -0.08, 0.73], [0.16, 0.04, 0.32], [-0.29, 0.11, -0.45], [0.04, -0.21, -0.41], [0.18, -0.04, -0.11], [-0.46, -0.02, 0.60], [-0.56, -0.47, -0.10], [-0.09, -0.74, 0.07], [-0.09, 0.76, 0.21], [0.59, 0.10, 2.26], [0.07, 0.30, 0.18], [1.59, -0.70, -1.86], [-0.01, 0.14, 0.00], [0.00, -0.30, -0.40], [-0.25, -0.37, -0.68], [-0.45, 0.24, 0.73], [0.49, 0.10, -0.52], [0.31, 0.22, 0.01], [-0.27, -0.77, 2.31], [-0.88, -1.70, 0.91], [0.41, 0.26, 0.03], [0.03, -0.03, 0.02], [0.15, 0.08, -0.04], [1.26, -0.28, -0.52], [-0.29, -0.47, -0.03], [-0.50, -0.05, 0.10], [-1.21, -0.71, 1.30], [-0.06, -0.39, -0.56], [0.04, 0.06, -0.16], [-0.05, 0.54, -0.41], [0.25, -0.12, 0.03], [-1.72, 0.31, -0.36], [0.11, -0.06, -0.07], [-2.27, 0.24, 0.68], [-0.79, -0.38, -0.30], [0.10, -0.04, 0.18], [0.38, 0.08, 0.18], [-0.16, -0.32, 0.12], [0.61, 1.01, 1.57], [2.87, -0.16, 0.82], [0.14, 0.25, 0.11], [0.33, -0.02, -0.02], [-0.23, -0.06, 0.19], [0.11, -0.12, -0.27], [-0.30, -0.08, -0.12], [-0.19, 0.82, -0.10], [0.44, -0.11, -0.24], [-0.15, -0.02, -1.22], [0.08, -0.01, 0.45], [0.12, 0.54, -0.67], [-0.85, -1.57, -0.07], [0.16, -0.43, 0.32], [-0.06, -0.23, -0.26], [-0.32, 0.07, 0.54], [0.16, -0.10, 0.90], [0.24, 0.44, -0.07], [0.91, -0.26, 0.37], [0.19, 0.30, 0.10], [0.16, 0.26, 0.15], [0.18, 0.88, 0.33], [2.07, 1.99, -1.08], [-0.07, 0.01, -0.43], [-0.78, 0.20, 1.86], [0.23, -0.45, -0.06], [-0.11, -0.06, -0.14], [-2.39, 0.55, -2.57], [-0.80, 1.32, -1.70], [1.63, -2.17, 1.19], [-0.02, 0.42, -0.37], [0.22, 0.03, 0.76], [0.24, 0.04, 1.52], [0.04, -0.94, -0.39], [0.26, 0.15, 0.00], [0.10, 1.00, -1.18], [0.20, 0.22, -0.34], [-0.14, 0.17, 0.14], [-0.01, 0.27, -0.17], [0.19, -0.17, -1.84], [0.52, 0.24, -0.64], [-1.91, 2.30, -2.16]], "gap_ev": [7.76, 7.63], "lumo_energy_ev": [-1.6, -1.7], "spin_multiplicity": 3, "e_homo_ev": [-9.33, -9.33], "charge": 1}

Computed F_max (hartree/bohr) in order:
0.0592 0.0717
Computed electronic energy (Ha) in order:
-3030.1084 -4138.1601
Computed relative energy (zero: lowest compared OMol25 entry of this formula, charge and spin) (kcal per mole) in order:
0.00 0.00